# 1
Below is a structure of composition C29H26BrIN2O4STi at a distorted geometry, with properties calculated with wB97M-V/def2-TZVPD.

The charge is 0. As for the HOMO-LUMO gap (alpha / beta): 0.175 / 0.293 Eh. Its spin multiplicity is 3. The HOMO energy (alpha / beta) is -0.183 / -0.299 Ha. The calculation puts the LUMO energy (alpha / beta) at -0.213 / -0.160 eV.

CARTESIAN COORDINATES (ANGSTROEM)
Ti  0.130  -0.401  -0.287
S  -2.630  -3.476  1.390
C  -2.054  -2.572  2.769
C  -2.381  -2.764  4.096
C  -1.756  -1.968  5.041
C  -0.828  -1.007  4.658
C  -0.510  -0.802  3.330
C  -1.123  -1.594  2.355
N  -0.896  -1.562  1.011
C  -1.562  -2.530  0.365
C  -1.228  -2.830  -0.979
C  -1.787  -3.900  -1.697
C  -1.299  -4.204  -2.947
C  -0.253  -3.456  -3.481
C  0.275  -2.379  -2.775
C  -0.183  -2.020  -1.511
H  -3.088  -3.527  4.380
H  -1.985  -2.113  6.084
H  -0.335  -0.415  5.416
H  0.210  -0.052  3.026
H  -2.586  -4.480  -1.255
H  -1.721  -5.023  -3.510
H  0.147  -3.711  -4.453
H  1.082  -1.805  -3.222
C  -1.356  2.445  1.760
O  -1.661  1.120  1.362
C  -2.863  1.010  0.639
C  -2.674  1.315  -0.848
O  -1.760  0.379  -1.393
C  -1.669  0.529  -2.802
H  -1.332  3.132  0.908
H  -2.085  2.802  2.497
H  -0.368  2.413  2.212
H  -3.636  1.675  1.052
H  -3.191  -0.032  0.742
H  -2.297  2.339  -0.999
H  -3.644  1.214  -1.360
H  -2.669  0.455  -3.252
H  -1.038  -0.281  -3.169
H  -1.219  1.494  -3.072
Br  4.484  0.999  3.046
C  3.513  -0.372  2.150
C  3.826  -1.713  2.378
C  3.097  -2.645  1.630
C  2.108  -2.231  0.777
N  1.769  -0.914  0.598
C  2.521  -0.003  1.277
H  4.596  -2.004  3.069
H  3.316  -3.698  1.728
H  1.549  -2.941  0.173
H  2.290  1.046  1.120
I  3.206  7.074  -3.610
C  2.525  5.229  -2.835
C  1.846  5.225  -1.625
C  1.393  4.029  -1.113
C  1.605  2.833  -1.811
C  2.309  2.854  -3.018
C  2.768  4.050  -3.527
C  1.077  1.577  -1.258
O  1.151  0.475  -1.870
O  0.510  1.584  -0.124
H  1.680  6.146  -1.088
H  0.870  3.995  -0.169
H  2.493  1.919  -3.526
H  3.322  4.067  -4.452

Cartesian forces (eV/Å) of the 2 atoms listed first:
-0.93 0.73 -0.51
0.49 0.45 -0.15

Here are the Löwdin charges for atoms 1 to 5, given in e: atom 1 (Ti): 0.96, atom 2 (S): 1.12, atom 3 (C): -0.45, atom 4 (C): -0.09, atom 5 (C): -0.09


# 2
Below is a structure of composition C29H26Cl2FeN7O2 at a distorted geometry, with properties calculated with wB97M-V/def2-TZVPD.

The charge is -1. As for the HOMO-LUMO gap (alpha / beta): 0.233 / 0.233 Eh. Its spin multiplicity is 5. The HOMO energy (alpha / beta) is -0.168 / -0.169 Ha. The calculation puts the LUMO energy (alpha / beta) at 1.761 / 1.753 eV.

CARTESIAN COORDINATES (ANGSTROEM)
Fe  0.544  0.019  0.398
C  2.503  -2.251  1.134
N  1.618  -1.949  -0.026
C  2.507  -1.775  -1.219
C  0.587  -2.960  -0.237
C  0.800  -4.256  0.229
C  -0.253  -5.215  0.087
C  -1.457  -4.800  -0.502
C  -1.661  -3.499  -0.830
C  -0.699  -2.526  -0.655
N  -0.929  -1.158  -0.675
C  -1.979  -0.571  -1.253
C  -2.607  -0.947  -2.477
C  -3.611  -0.176  -3.034
C  -4.106  0.926  -2.400
C  -3.583  1.300  -1.145
C  -2.536  0.556  -0.589
N  -1.861  1.043  0.610
C  -2.367  0.317  1.827
C  -2.020  2.469  0.821
H  3.096  -3.158  0.875
H  1.896  -2.503  1.979
H  3.181  -1.412  1.170
H  3.074  -2.737  -1.378
H  3.219  -0.978  -1.013
H  1.971  -1.538  -2.115
H  1.721  -4.568  0.668
H  -0.100  -6.228  0.413
H  -2.222  -5.496  -0.779
H  -2.580  -3.233  -1.321
H  -2.086  -1.694  -3.068
H  -4.032  -0.454  -3.983
H  -4.935  1.455  -2.897
H  -4.038  2.108  -0.614
H  -3.418  0.488  1.963
H  -1.742  0.631  2.634
H  -2.221  -0.756  1.736
H  -2.996  2.813  1.200
H  -1.860  2.993  -0.112
H  -1.313  2.850  1.543
Cl  3.223  4.285  1.655
C  2.398  3.870  0.123
C  2.145  4.948  -0.755
C  1.505  4.695  -1.966
Cl  1.178  5.995  -3.126
C  1.155  3.345  -2.321
C  0.429  3.008  -3.476
C  0.029  1.695  -3.733
C  0.347  0.761  -2.697
N  1.020  1.035  -1.540
C  1.414  2.308  -1.344
C  1.951  2.578  -0.044
O  1.926  1.601  0.842
H  2.391  5.949  -0.516
H  0.007  3.840  -4.071
H  -0.700  1.549  -4.545
H  -0.045  -0.250  -2.669
N  2.383  0.624  3.345
C  1.384  -0.244  3.441
O  0.565  -0.430  2.491
C  1.345  -0.895  4.717
C  0.502  -2.043  4.917
N  -0.123  -3.004  5.063
C  2.082  -0.464  5.838
N  2.748  -0.035  6.688
H  2.857  0.857  4.203
H  2.381  1.286  2.513

Cartesian forces (eV/Å) of the 2 atoms listed first:
-0.39 -0.36 0.24
0.10 -0.98 -2.02

Here are the Löwdin charges for atoms 1 to 5, given in e: atom 1 (Fe): 0.87, atom 2 (C): -0.07, atom 3 (N): -0.24, atom 4 (C): -0.06, atom 5 (C): -0.18


# 3
Below is a structure of composition C29H26ClN7P2ReSSe2 at a distorted geometry, with properties calculated with wB97M-V/def2-TZVPD.

The charge is +2. As for the HOMO-LUMO gap (alpha / beta): 0.125 / 0.109 Eh. Its spin multiplicity is 4. The HOMO energy (alpha / beta) is -0.419 / -0.417 Ha. The calculation puts the LUMO energy (alpha / beta) at -7.997 / -8.392 eV.

CARTESIAN COORDINATES (ANGSTROEM)
Re  -1.956  1.178  -2.636
Se  3.396  3.389  1.218
P  2.408  1.477  1.389
C  3.614  0.132  1.305
C  4.642  0.111  2.248
C  5.633  -0.849  2.150
C  5.612  -1.764  1.106
C  4.593  -1.732  0.165
C  3.592  -0.782  0.261
C  1.429  1.390  2.917
C  0.448  2.369  3.064
C  -0.304  2.411  4.223
C  -0.062  1.492  5.233
C  0.923  0.530  5.088
C  1.676  0.467  3.926
C  1.227  1.458  0.035
C  0.294  0.625  -0.591
N  -0.364  1.450  -1.455
N  0.118  2.659  -1.357
N  1.056  2.692  -0.484
P  -0.303  -1.061  -0.501
Se  -2.345  -0.931  -1.396
C  0.687  -2.171  -1.521
C  0.560  -3.543  -1.317
C  1.243  -4.413  -2.147
C  2.019  -3.918  -3.186
C  2.124  -2.550  -3.396
C  1.456  -1.667  -2.566
C  -0.317  -1.543  1.237
C  0.651  -2.405  1.743
C  0.605  -2.752  3.081
C  -0.376  -2.226  3.908
C  -1.325  -1.348  3.401
C  -1.303  -1.010  2.062
H  4.664  0.849  3.040
H  6.430  -0.871  2.879
H  6.400  -2.497  1.020
H  4.579  -2.433  -0.655
H  2.802  -0.738  -0.476
H  0.296  3.095  2.275
H  -1.062  3.170  4.348
H  -0.646  1.530  6.139
H  1.115  -0.165  5.890
H  2.440  -0.288  3.812
H  -0.076  -3.910  -0.524
H  1.149  -5.477  -1.994
H  2.531  -4.603  -3.844
H  2.712  -2.169  -4.217
H  1.523  -0.599  -2.729
H  1.421  -2.808  1.101
H  1.332  -3.448  3.471
H  -0.403  -2.497  4.952
H  -2.094  -0.941  4.037
H  -2.052  -0.352  1.643
C  -6.310  2.770  -5.391
C  -5.832  2.993  -4.019
N  -6.339  3.808  -3.157
N  -5.586  3.738  -2.049
C  -4.573  2.874  -2.197
S  -3.378  2.485  -1.080
N  -4.717  2.372  -3.464
N  -3.860  1.407  -4.000
H  -7.238  3.317  -5.529
H  -6.493  1.714  -5.594
H  -5.588  3.144  -6.119
H  -5.801  4.309  -1.243
H  -4.356  0.517  -4.138
H  -3.511  1.706  -4.922
Cl  -0.830  0.836  -4.475

Cartesian forces (eV/Å) of the 2 atoms listed first:
-1.14 0.29 1.76
-0.26 -1.11 0.40

Here are the Löwdin charges for atoms 1 to 5, given in e: atom 1 (Re): 0.74, atom 2 (Se): 0.33, atom 3 (P): 0.56, atom 4 (C): -0.36, atom 5 (C): -0.09